(1)
ORCA calculation (ωB97M-V with the def2-TZVPD basis set) on 3 unconnected molecules or ions with the total composition C3H13NO2S.

```
20
Properties=species:S:1:pos:R:3:mulliken_charge:R:1
C -0.6797 -1.2627 -1.8209 -1.23
C 0.4604 -0.6812 -0.9888 0.51
N 1.7495 -1.3070 -1.2357 -0.62
C 0.0580 -0.8050 0.4842 -0.51
S 1.3307 -0.4481 1.7351 -0.26
H -1.6175 -0.7356 -1.6038 0.22
H -0.5037 -1.1775 -2.8974 0.36
H -0.8244 -2.3141 -1.5699 0.34
H 0.5480 0.3763 -1.2389 0.26
H 2.0732 -1.1011 -2.1695 0.26
H 1.6940 -2.3220 -1.1347 0.23
H -0.3143 -1.8095 0.6784 0.50
H -0.6891 -0.0500 0.7199 -0.16
H 2.3703 -1.0462 1.1411 0.12
O -3.2949 1.6206 -0.1583 -0.67
H -2.4304 1.3214 0.1656 0.32
H -3.8230 0.8551 -0.3986 0.30
O -0.1981 2.6336 0.4998 -0.58
H -1.0846 2.8031 0.1642 0.30
H 0.3318 3.3544 0.1459 0.30
```

Summary:
- spin multiplicity = 1
- calculated total energy (Ha) = -725.5075
- energy relative to the best compared isomer or geometry (same formula, charge and spin) (kJ/mol) = 36.55
- total charge = 0
- HOMO level (eV) = -8.594
- orbital gap (eV) = 9.179

(2)
ORCA calculation (ωB97M-V with the def2-TZVPD basis set) on a molecular structure, C36H42BClN6PPd.

```
88
Properties=species:S:1:pos:R:3:mulliken_charge:R:1
Pd 0.8882 0.0033 0.4541 0.82
C -2.1436 -2.8857 0.7812 -1.80
C -0.7599 -3.4890 0.5575 0.49
C -0.2751 -3.4856 -0.8813 -1.21
C 0.2623 -2.9123 1.4757 -0.20
C 0.7695 -3.6164 2.5578 -1.74
C 1.7734 -2.8312 3.0683 -0.23
N 1.8564 -1.7112 2.3578 -0.48
N 0.9139 -1.7379 1.3653 1.22
B 3.0248 -0.6895 2.4987 0.44
N 2.4657 0.6207 3.0240 -0.10
C 2.8905 1.3343 4.0731 -0.18
C 2.0988 2.4522 4.1748 -1.47
C 1.1787 2.3423 3.1249 -0.12
N 1.4144 1.2267 2.4266 0.39
C 0.0079 3.2761 2.9625 0.68
C -1.0824 2.8821 3.9651 -1.46
C -0.5655 3.4085 1.5614 -1.37
N 3.7365 -0.5714 1.1407 0.12
C 5.0495 -0.4974 0.9053 -0.23
C 5.2431 -0.4604 -0.4547 -1.48
C 3.9597 -0.5389 -1.0051 0.05
N 3.0453 -0.6021 -0.0308 0.25
C 3.6714 -0.7548 -2.4607 0.40
C 2.2248 -0.5360 -2.8485 -0.48
C 4.1048 -2.1736 -2.8488 -1.61
H -2.8984 -3.4562 0.2428 0.52
H -2.1956 -1.8552 0.4239 0.34
H -2.4040 -2.8781 1.8391 0.43
H -0.8205 -4.5402 0.8597 0.60
H 0.0211 -2.4909 -1.1982 -0.23
H -1.0583 -3.8376 -1.5505 0.36
H 0.5940 -4.1341 -0.9967 0.53
H 0.4665 -4.5927 2.8812 0.57
H 2.4653 -2.9991 3.8719 0.51
H 3.8181 -1.1043 3.2994 -0.15
H 3.7171 0.9904 4.6655 0.51
H 2.1498 3.2330 4.9085 0.54
H 0.3871 4.2613 3.2576 0.46
H -1.4993 1.9047 3.7077 0.15
H -1.8937 3.6094 3.9533 0.40
H -0.6908 2.8219 4.9790 0.47
H -0.8080 2.4373 1.1350 -0.07
H 0.1199 3.9218 0.8893 0.35
H -1.4892 3.9855 1.5975 0.51
H 5.7488 -0.4916 1.7201 0.49
H 6.1764 -0.4328 -0.9846 0.58
H 4.2986 -0.0452 -3.0128 0.40
H 1.5704 -1.1063 -2.1827 -0.25
H 2.0645 -0.8968 -3.8653 0.58
H 1.9277 0.5122 -2.8173 0.14
H 3.4925 -2.9082 -2.3238 0.29
H 5.1445 -2.3655 -2.5931 0.43
H 3.9807 -2.3286 -3.9196 0.44
Cl 1.4589 2.0557 -0.5848 -0.15
C 0.2597 2.4450 -1.8084 0.72
C 0.5018 3.5756 -2.5641 -0.80
C -0.3796 3.8710 -3.5930 -0.70
C -1.4583 3.0354 -3.8475 -0.88
C -1.6733 1.9159 -3.0601 -1.00
C -0.8197 1.6095 -1.9980 -0.07
P -1.1649 0.2265 -0.8587 1.34
C -2.4298 0.8629 0.2889 0.63
C -3.4196 1.7505 -0.1405 -0.67
C -4.3981 2.1920 0.7344 -0.90
C -4.4097 1.7355 2.0468 -0.74
C -3.4355 0.8486 2.4778 -1.00
C -2.4457 0.4217 1.6040 0.06
C -2.0945 -0.8915 -1.9422 1.57
C -3.3768 -1.3171 -1.6146 -0.99
C -4.0652 -2.1716 -2.4668 -0.77
C -3.4827 -2.5941 -3.6491 -0.75
C -2.2106 -2.1527 -3.9944 -0.67
C -1.5218 -1.3058 -3.1464 -0.10
H 1.3636 4.1957 -2.3681 0.57
H -0.2102 4.7459 -4.2030 0.44
H -2.1349 3.2562 -4.6595 0.47
H -2.5168 1.2699 -3.2651 0.57
H -3.4298 2.1154 -1.1562 0.40
H -5.1490 2.8900 0.3948 0.45
H -5.1720 2.0776 2.7331 0.38
H -3.4296 0.4994 3.5005 0.45
H -1.6678 -0.2506 1.9726 0.55
H -3.8457 -0.9875 -0.6973 0.44
H -5.0610 -2.4996 -2.2042 0.45
H -4.0224 -3.2567 -4.3106 0.42
H -1.7576 -2.4699 -4.9227 0.45
H -0.5391 -0.9658 -3.4299 0.24
```

Summary:
- spin multiplicity = 1
- calculated total energy (Ha) = -2679.7250
- energy relative to the best compared isomer or geometry (same formula, charge and spin) (kJ/mol) = 33.23
- total charge = +1
- HOMO level (spin up / spin down) (eV) = -11.173 / -11.173
- orbital gap (spin up / spin down) (eV) = 7.181 / 7.182

(3)
ORCA calculation (ωB97M-V with the def2-TZVPD basis set) on a molecular structure, C16H24BN8OSW.

```
52
Properties=species:S:1:pos:R:3:mulliken_charge:R:1
W 0.2304 -0.2208 0.0310 1.99
B 1.7270 -1.4159 2.8150 0.18
N 0.3603 -1.1142 3.0876 -0.10
C -0.3210 -1.0802 4.2749 -0.17
C -1.4063 -0.2774 4.1264 -0.76
C -1.2854 0.2708 2.8847 -0.28
N -0.2796 -0.2180 2.1605 0.11
N 2.6372 -1.0004 1.7597 0.00
C 4.0053 -1.0400 1.9089 -0.25
C 4.5331 -0.3525 0.8666 -1.14
C 3.4567 0.1695 0.1578 -0.18
N 2.2990 -0.1413 0.7506 0.08
H 2.1445 -1.9729 3.7215 -0.01
H -0.2335 1.3074 0.6287 -0.13
H 0.0305 -1.5585 5.1223 0.56
H -2.1286 -0.1081 4.9444 0.45
H -2.0923 0.9130 2.4796 0.31
H 4.3517 -1.6250 2.7316 0.52
H 5.5058 -0.2160 0.6138 0.59
H 3.4187 0.7960 -0.6990 0.57
C 0.6512 -1.3351 -4.1403 -1.57
C 0.0015 -1.4806 -2.8197 0.81
O 0.3712 -0.7982 -1.8405 -0.68
N -0.9945 -2.2653 -2.5815 0.05
C -1.9728 -2.1241 -1.5302 -0.84
C -2.6349 -0.7885 -1.3612 1.03
C -3.7826 -0.4252 -2.1238 -1.00
C -4.3030 0.8287 -1.9592 -0.20
C -3.7239 1.7364 -1.1160 -1.08
C -2.6068 1.3061 -0.4841 -0.12
N -2.0689 0.0605 -0.5477 0.04
H 1.6833 -1.2487 -4.1255 0.39
H 0.2932 -0.4581 -4.7023 0.36
H 0.4853 -2.1913 -4.7805 0.47
H -1.2678 -2.8014 -3.3775 0.31
H -1.4320 -2.3051 -0.5278 -0.22
H -2.7745 -2.8963 -1.5683 0.66
H -4.2325 -1.2216 -2.7970 0.42
H -5.1731 1.2453 -2.4586 0.43
H -4.1118 2.7524 -1.1407 0.44
H -2.1531 1.9910 0.2258 0.36
N 1.3866 3.2328 1.1113 -0.31
C 1.4707 3.2093 -0.2281 0.77
N 1.9392 4.3026 -0.7848 -0.39
S 1.1384 1.8841 -1.1961 -0.32
H 1.4010 4.1773 1.5200 0.27
H 1.0300 2.4659 1.6577 0.10
H 2.1936 5.0570 -0.1414 0.23
H 1.6279 4.4611 -1.7127 0.25
C 0.2386 -2.1275 0.3927 -0.98
H 0.7376 -2.7029 -0.4079 0.58
H -0.3708 -2.6563 1.1796 0.42
```

Summary:
- spin multiplicity = 1
- calculated total energy (Ha) = -1626.5457
- energy relative to the best compared isomer or geometry (same formula, charge and spin) (kJ/mol) = 0.00
- total charge = +3
- HOMO level (eV) = -17.680
- orbital gap (eV) = 7.039

Question: Number 1 is which compound?
Answer: C3H13NO2S

Question: Look up the spin multiplicity of the third one.
Answer: 1